Formula: C8H30O7
Source: the OMol25 dataset
Level of theory: the ωB97M-V functional and the def2-TZVPD basis

structure (SMILES): CCO.CCO.CCO.CCO.O.O.O
orbital gap: 0.3730 Ha
ΔE to the lowest compared entry with this formula, charge and spin: 197.4 kJ/mol
charge: 0
HOMO energy: -10.175 eV

```
45
C8H30O7, DFT the ωB97M-V functional and the def2-TZVPD basis
O 2.09176 3.32973 -0.23098
H 1.64259 2.56968 0.13888
H 2.82300 3.49009 0.36551
O 4.37661 -0.01260 4.38089
H 4.22115 -0.72995 3.76650
H 3.75860 0.66859 4.11581
O 1.99698 1.26718 4.17400
H 1.71726 2.01273 4.70517
H 1.26702 0.64997 4.22343
C -3.95769 0.01317 2.12567
C -3.35009 0.97969 3.16162
O -2.74062 2.01588 2.48213
H -4.83149 0.48553 1.67684
H -4.40509 -0.90488 2.50662
H -3.34749 -0.30291 1.27961
H -2.55830 0.51496 3.74915
H -4.07656 1.46428 3.81394
H -2.37173 1.62265 1.68784
C -1.25871 -1.80775 -3.72440
C -2.19829 -1.13491 -4.72699
O -2.04086 -1.76678 -5.93082
H -1.45044 -2.84835 -3.46269
H -1.46166 -1.28605 -2.78912
H -0.18594 -1.73268 -3.90223
H -1.92686 -0.07925 -4.72397
H -3.25486 -1.05441 -4.47153
H -1.46888 -1.19599 -6.44912
C -0.39266 0.92779 -0.16462
C 0.34557 0.89851 1.17492
O 1.71964 0.78780 0.97579
H -1.44237 1.21667 -0.11214
H -0.22711 0.04165 -0.77736
H 0.08431 1.70788 -0.75797
H -0.17401 0.17371 1.80165
H 0.24003 1.87959 1.63801
H 2.09916 0.71839 1.85486
C 2.67924 -0.99965 -1.93774
C 2.03088 -2.29274 -1.50915
O 1.30047 -2.11553 -0.31342
H 3.71227 -1.34725 -1.94895
H 2.62737 -0.21499 -1.18295
H 2.51800 -0.63306 -2.95151
H 2.84755 -3.01373 -1.47283
H 1.38224 -2.67236 -2.29862
H 1.64004 -1.29025 0.04043
```